Record 1
Formula: C5H17N2O
Source: the OMol25 dataset
Level of theory: ωB97M-V/def2-TZVPD

Last column: natural (NBO) charge in e.
Geometry (Å):
C1 -1.521 0.094 0.435  -0.27
N1 -0.798 1.347 0.786  -0.67
C2 -0.755 1.293 2.251  -0.44
C3 -0.981 -0.525 -0.812  -0.02
N2 0.648 -0.428 -0.758  -0.57
C4 1.370 -0.462 -2.093  -0.45
C5 -1.284 -1.987 -0.946  -0.68
H1 -2.583 0.343 0.164  0.23
H2 -1.568 -0.632 1.345  0.23
H3 -1.268 2.116 0.297  0.39
H4 -0.221 2.115 2.672  0.22
H5 -1.741 1.168 2.749  0.21
H6 0.073 0.615 2.519  0.20
H7 -1.305 0.049 -1.728  0.23
H8 1.034 -1.201 -0.178  0.44
H9 0.824 0.505 -0.216  0.48
H10 1.311 -1.380 -2.612  0.24
H11 1.014 0.212 -2.931  0.24
H12 2.369 -0.045 -2.023  0.25
H13 -2.245 -2.558 -0.905  0.29
H14 -0.812 -2.342 -1.896  0.23
H15 -0.797 -2.584 -0.109  0.22
H16 2.954 1.054 2.031  0.48
H17 2.985 2.050 0.802  0.48
O1 3.300 1.185 1.154  -0.95

For the energy, the calculation gives -385.1542 a.u. As for the largest force on an atom: 3.37 eV Å⁻¹. The HOMO energy comes out at -0.500 Ha. The value obtained for the gap between HOMO and LUMO is 10.887 eV. Its energy above the lowest of the compared OMol25 structures with the same formula, charge and spin is 54.3 kcal per mole. The spin multiplicity is 1. The charge is +1.

Record 2
Formula: C5H6O
Source: the OMol25 dataset
Level of theory: ωB97M-V/def2-TZVPD

Last column: natural (NBO) charge in e.
Geometry (Å):
C1 0.387 -0.048 0.249  -0.05
C2 -0.199 -0.986 -0.657  -0.19
C3 0.016 -1.587 -1.782  -0.39
C4 -0.228 1.322 0.053  -0.04
C5 -0.682 2.429 0.604  -0.22
H1 1.321 -1.174 1.183  0.47
H2 1.277 0.080 -0.247  0.18
H3 -1.311 -1.068 -0.352  0.18
H4 1.120 -1.652 -2.063  0.19
H5 -0.906 -2.069 -2.324  0.24
H6 -0.564 3.582 0.880  0.27
O1 0.412 -0.561 1.514  -0.63

For the energy, the calculation gives -269.1241 a.u. As for the largest force on an atom: 7.88 eV Å⁻¹. The HOMO energy comes out at -0.361 Ha. The value obtained for the gap between HOMO and LUMO is 10.279 eV. Its energy above the lowest of the compared OMol25 structures with the same formula, charge and spin is 139.4 kcal per mole. The spin multiplicity is 1. The charge is 0.

Record 3
Formula: C3H16NO4
Source: the OMol25 dataset
Level of theory: ωB97M-V/def2-TZVPD

Last column: natural (NBO) charge in e.
Geometry (Å):
C1 0.568 -1.434 -0.014  -0.08
O1 0.737 -0.117 -0.539  -0.76
C2 -0.638 -1.460 0.943  -0.08
C3 -0.305 -0.927 2.335  -0.66
N1 -1.671 -0.572 0.313  -0.70
H1 0.399 -2.035 -0.907  0.20
H2 1.440 -1.830 0.508  0.20
H3 1.317 0.411 0.060  0.51
H4 -1.055 -2.465 0.994  0.23
H5 -0.803 0.010 2.602  0.22
H6 0.748 -0.635 2.354  0.24
H7 -0.440 -1.557 3.211  0.25
H8 -1.213 0.327 0.174  0.45
H9 -1.915 -0.921 -0.652  0.47
H10 -2.539 -0.498 0.836  0.43
H11 3.281 0.263 1.044  0.49
H12 2.959 1.781 1.020  0.50
O2 2.596 0.913 1.231  -0.96
H13 0.970 5.035 -1.977  0.47
H14 1.643 4.685 -3.221  0.47
O3 1.466 4.294 -2.355  -0.94
H15 -3.156 -1.500 -2.504  0.50
H16 -2.106 -0.647 -3.141  0.51
O4 -2.284 -1.123 -2.317  -0.96

For the energy, the calculation gives -479.3868 a.u. As for the largest force on an atom: 1.35 eV Å⁻¹. The HOMO energy comes out at -0.508 Ha. The value obtained for the gap between HOMO and LUMO is 11.014 eV. Its energy above the lowest of the compared OMol25 structures with the same formula, charge and spin is 8.2 kcal per mole. The spin multiplicity is 1. The charge is +1.

Record 4
Formula: C34H45Ge2N3PV
Source: the OMol25 dataset
Level of theory: ωB97M-V/def2-TZVPD

Last column: Mulliken spin population.
Geometry (Å):
V1 1.830 -0.745 -0.795  2.50
C1 3.121 -1.012 4.340  0.00
C2 3.226 -0.798 2.863  0.03
Ge1 1.432 -0.574 1.924  0.00
C3 0.334 -2.250 2.021  0.06
C4 -0.130 -2.616 3.478  0.01
C5 0.402 0.938 2.628  -0.05
C6 0.602 2.105 1.978  0.06
Ge2 1.750 1.798 0.382  -0.14
C7 1.024 2.651 -1.245  0.08
C8 -0.471 2.594 -1.186  -0.02
C9 3.597 2.402 0.827  0.03
C10 3.787 3.951 0.703  0.00
C11 0.141 3.494 2.317  -0.01
C12 -1.003 3.642 3.036  0.00
C13 -1.658 4.900 3.170  0.00
C14 -1.115 6.037 2.553  0.00
C15 0.011 5.772 1.785  0.00
C16 0.672 4.603 1.641  0.00
H1 4.125 -1.032 4.863  0.00
H2 2.739 -2.038 4.532  0.00
H3 2.431 -0.317 4.816  0.00
H4 3.753 -1.729 2.530  0.00
H5 3.781 0.110 2.589  0.00
H6 0.936 -3.038 1.651  0.01
H7 -0.474 -2.117 1.362  -0.02
H8 0.583 -3.396 3.814  0.00
H9 -1.012 -3.206 3.365  0.00
H10 -0.164 -1.789 4.148  0.00
H11 -0.317 0.904 3.446  0.00
H12 1.397 2.035 -2.006  0.00
H13 1.458 3.630 -1.292  0.01
H14 -0.812 1.599 -1.269  0.01
H15 -0.778 3.099 -2.037  0.00
H16 -0.861 2.957 -0.228  0.00
H17 4.324 2.034 0.007  0.00
H18 3.848 2.017 1.792  0.00
H19 3.293 4.289 -0.151  0.00
H20 4.847 4.246 0.562  0.00
H21 3.436 4.440 1.613  0.00
H22 -1.496 2.784 3.395  0.00
H23 -2.571 4.950 3.762  0.00
H24 -1.583 6.986 2.762  0.00
H25 0.524 6.690 1.397  0.00
H26 1.559 4.436 1.057  0.00
N1 4.057 -0.596 -1.457  0.00
N2 3.777 -1.725 -0.620  0.00
H27 4.307 -0.909 -2.399  0.00
H28 4.865 -0.212 -1.010  0.01
H29 4.498 -1.842 0.111  0.01
H30 3.752 -2.611 -1.174  0.01
N3 0.295 -1.463 -1.305  0.30
P1 -1.191 -1.746 -1.823  0.07
C17 -1.777 -0.576 -2.984  -0.01
C18 -0.826 0.021 -3.846  0.04
C19 -1.165 1.049 -4.659  0.01
C20 -2.526 1.432 -4.804  0.00
C21 -3.491 0.834 -3.958  0.00
C22 -3.074 -0.081 -3.025  0.00
C23 -2.367 -1.631 -0.443  -0.01
C24 -2.490 -0.459 0.203  0.01
C25 -3.346 -0.346 1.235  0.00
C26 -3.975 -1.482 1.825  0.00
C27 -3.879 -2.678 1.154  0.00
C28 -3.099 -2.729 -0.016  0.00
C29 -1.401 -3.444 -2.521  0.00
C30 -1.631 -3.693 -3.889  0.00
C31 -1.611 -4.950 -4.383  0.00
C32 -1.361 -6.062 -3.598  0.00
C33 -0.955 -5.871 -2.282  0.00
C34 -0.912 -4.512 -1.807  0.01
H31 0.251 -0.108 -3.492  0.01
H32 -0.414 1.559 -5.246  0.00
H33 -2.798 2.266 -5.518  0.00
H34 -4.555 1.042 -3.952  0.00
H35 -3.800 -0.416 -2.267  0.00
H36 -1.899 0.409 -0.033  0.00
H37 -3.370 0.615 1.771  0.00
H38 -4.536 -1.303 2.707  0.00
H39 -4.396 -3.543 1.433  0.00
H40 -2.997 -3.684 -0.516  0.00
H41 -2.016 -2.906 -4.472  0.00
H42 -1.790 -5.102 -5.413  0.00
H43 -1.431 -7.019 -4.112  0.00
H44 -0.606 -6.638 -1.531  0.00
H45 -0.632 -4.326 -0.784  0.00

For the energy, the calculation gives -6925.6587 a.u. As for the largest force on an atom: 4.60 eV Å⁻¹. The HOMO energy (alpha / beta) comes out at -0.362 / -0.386 Ha. The value obtained for the gap between HOMO and LUMO (alpha / beta) is 7.195 / 7.571 eV. Its energy above the lowest of the compared OMol25 structures with the same formula, charge and spin is 38.2 kcal per mole. The spin multiplicity is 4. The charge is +1.